A structure of composition C26H65AlBrCl2O11, computed with wB97M-V/def2-TZVPD.

Last column: Löwdin charge in e.
CARTESIAN COORDINATES (ANGSTROEM)
1 Br 0.8332 -3.9185 0.6268  0.478
2 Cl 3.4418 -0.8921 -4.4862  0.440
3 Cl 6.0307 0.2463 -3.1157  0.494
4 Al 1.3976 0.1323 -2.0152  0.258
5 O 2.7618 -7.0468 -2.4144  -0.137
6 O 5.2142 -2.9000 3.0423  -0.133
7 O -6.9342 1.1196 1.6613  -0.158
8 O 2.1917 2.6273 2.1584  -0.139
9 O -8.5649 4.6573 3.0628  -0.136
10 O 4.2743 -4.9080 -1.4172  -0.143
11 O 8.2837 -2.4011 6.5301  -0.137
12 O -8.7200 -1.7220 0.3784  -0.134
13 O 6.0692 3.2654 -4.0508  -0.165
14 O -3.9398 6.3501 -3.6270  -0.140
15 O -3.5010 -0.9735 2.5902  -0.142
16 C -2.1078 -0.2991 -1.7594  -0.042
17 C -8.2184 1.4744 2.1571  -0.144
18 C 1.0520 -1.2659 -0.5515  -0.288
19 C 4.4435 1.2866 -0.8477  -0.134
20 C 3.2640 -0.0197 -2.8746  -0.602
21 C -5.1279 2.2768 -0.5467  -0.119
22 C 1.1687 1.9762 -1.0839  -0.195
23 C -2.9224 -2.2688 2.6714  -0.158
24 C -7.3378 -2.0093 0.5350  -0.161
25 C 6.8535 3.6821 -5.1547  -0.177
26 C 4.4126 0.5132 -2.2396  -0.659
27 C -3.3686 0.2284 -1.0208  -0.026
28 C 1.3163 -2.7808 -0.9922  -0.696
29 C 5.9345 -3.9355 3.6928  -0.159
30 C 2.6986 3.9212 2.4405  -0.163
31 C -0.0666 0.1165 -3.4997  -0.219
32 C -3.1127 6.9621 -2.6483  -0.167
33 C -3.1542 2.6035 -2.3536  -0.036
34 C -9.7187 5.2751 3.6125  -0.158
35 C -1.8764 2.0826 -3.1095  -0.043
36 C 3.3418 -8.3378 -2.3390  -0.170
37 C -3.8588 1.6776 -1.3132  -0.230
38 C 7.1294 -1.7904 7.0869  -0.167
39 C 5.1059 -4.2932 -0.4445  -0.140
40 C -1.4059 0.6464 -2.7619  -0.242
41 C 0.3851 -3.3152 -2.1855  -0.162
42 H 5.3014 -4.4008 4.4532  0.076
43 H 2.7062 4.0875 3.5215  0.068
44 H 3.3247 -8.7900 -3.3314  0.076
45 H 6.5114 2.4966 -3.6597  -0.020
46 H -7.9482 5.3622 2.8281  0.083
47 H 6.3788 4.5487 -5.6166  0.073
48 H 6.2481 -4.6823 2.9583  0.069
49 H -2.5616 6.1948 -2.0987  0.074
50 H -1.7745 -1.3607 -1.5022  0.078
51 H -10.4350 4.5006 3.8875  0.079
52 H 2.4117 -3.0234 -1.2007  0.069
53 H -2.9381 -2.7247 1.6813  0.077
54 H 6.8162 -3.5064 4.1702  0.069
55 H -0.2057 -0.9142 -3.9726  0.041
56 H -1.3168 2.7202 -3.8806  0.091
57 H 8.8933 -1.6918 6.2913  0.076
58 H -3.8830 -0.4749 -0.2690  0.083
59 H -8.8757 1.6884 1.3133  0.084
60 H -6.3750 0.9365 2.4272  0.086
61 H 3.7125 4.0156 2.0420  0.073
62 H 6.6706 -1.1309 6.3460  0.078
63 H -4.8607 3.0526 0.2583  0.075
64 H 7.4072 -1.2175 7.9755  0.072
65 H 7.8553 3.9583 -4.8134  0.069
66 H -5.8428 2.7492 -1.3034  0.074
67 H -3.4742 -0.5932 3.4768  0.070
68 H -3.4902 3.6664 -2.6004  0.068
69 H -10.1709 5.9384 2.8706  0.076
70 H -0.2058 -4.2366 -1.8116  0.045
71 H 1.5976 2.8388 -1.6996  0.006
72 H -2.4132 7.6484 -3.1330  0.073
73 H -9.4431 5.8452 4.5035  0.074
74 H 2.7897 -6.6683 -1.5248  0.061
75 H -7.2140 -3.0842 0.6718  0.077
76 H 4.4409 -3.3069 2.6296  0.065
77 H 4.3776 -8.2581 -1.9960  0.070
78 H 1.0144 -3.7064 -3.0671  0.090
79 H -3.7426 7.5199 -1.9547  0.076
80 H 0.2467 0.8196 -4.3650  0.058
81 H 0.0479 2.1611 -0.8590  0.011
82 H -6.7940 -1.6934 -0.3585  0.080
83 H 5.7932 -3.5981 -0.9333  0.086
84 H 6.4185 -2.5678 7.3674  0.078
85 H 6.9188 2.8728 -5.8874  0.074
86 H 5.5499 1.5592 -0.6429  0.069
87 H -5.6055 1.3809 0.0286  0.053
88 H -6.9518 -1.4861 1.4124  0.061
89 H 2.7676 -8.9612 -1.6481  0.073
90 H -8.1360 2.3631 2.7854  0.055
91 H 2.0544 4.6620 1.9663  0.080
92 H 2.7780 1.9915 2.5880  0.078
93 H -1.8885 -2.1890 3.0157  0.076
94 H 4.1525 0.5768 0.0120  0.085
95 H 1.6752 1.9071 -0.0407  -0.015
96 H -8.6313 0.6433 2.7362  0.078
97 H 4.4784 -3.7452 0.2589  0.062
98 H -3.5008 -2.8871 3.3637  0.071
99 H 0.0185 -1.1685 -0.0674  0.051
100 H -3.3592 5.8641 -4.2265  0.074
101 H -0.3959 -2.5742 -2.5553  0.042
102 H 3.8735 2.2733 -0.8357  0.072
103 H 1.8133 -1.0324 0.2932  0.058
104 H 4.8516 -5.3852 -2.0266  0.080
105 H 5.6700 -5.0597 0.0945  0.074
106 H -8.7993 -0.7670 0.2594  0.060

Calculated values
* charge: -1
* LUMO: 1.92 eV
* energy: -5593.7856 a.u.